No. 1
Below is a cluster of 12 separate species, C16H56N14O12 in total, with properties calculated with wB97M-V/def2-TZVPD.

Each atom is followed by the atoms it is bonded to, with distances in Å.
Positions of all 98 atoms, in Å:
1 N -1.09 -0.24 -3.50  C2 1.264, H5 1.021, H6 1.047
2 C -0.09 -0.94 -3.82  N1 1.264, N3 1.280, O4 1.457
3 N 0.81 -0.31 -4.48  C2 1.280, H7 1.039, H8 1.041
4 O -0.12 -2.38 -3.64  C2 1.457
5 H -1.83 -0.57 -2.87  N1 1.021
6 H -1.15 0.80 -3.58  N1 1.047
7 H 1.65 -0.80 -4.84  N3 1.039
8 H 0.60 0.67 -4.77  N3 1.041
9 N 2.43 0.71 -2.44  C10 1.285, H13 1.050, H14 1.022
10 C 1.93 1.63 -1.70  N9 1.285, N11 1.296, O12 1.353
11 N 2.70 2.00 -0.73  C10 1.296, H15 1.026, H16 0.986
12 O 0.69 2.16 -1.87  C10 1.353
13 H 1.86 0.24 -3.18  N9 1.050
14 H 3.42 0.46 -2.31  N9 1.022
15 H 2.23 2.62 -0.05  N11 1.026
16 H 3.60 1.62 -0.64  N11 0.986
17 N -4.18 2.89 -0.24  C18 1.290, H21 1.059, H22 1.056
18 C -2.97 2.53 -0.52  N17 1.290, N19 1.320, O20 1.360
19 N -2.83 1.22 -0.36  C18 1.320, H23 0.973, H24 1.013
20 O -1.98 3.42 -0.74  C18 1.360
21 H -4.12 3.94 -0.28  N17 1.059
22 H -5.03 2.33 0.05  N17 1.056
23 H -1.99 0.78 -0.57  N19 0.973
24 H -3.48 0.47 -0.17  N19 1.013
25 N -1.13 0.12 4.59  C26 1.326, H29 1.060, H30 1.061
26 C -0.53 -1.00 4.98  N25 1.326, N27 1.341, O28 1.318
27 N -1.23 -2.13 4.85  C26 1.341, H31 1.007, H32 1.054
28 O 0.64 -1.10 5.59  C26 1.318
29 H -0.56 0.99 4.77  N25 1.060
30 H -2.12 0.21 4.21  N25 1.061
31 H -1.09 -3.03 5.28  N27 1.007
32 H -1.90 -2.09 4.04  N27 1.054
33 N -0.40 -0.87 1.68  C34 1.267, H37 0.977, H38 1.055
34 C -0.22 0.16 0.97  N33 1.267, N35 1.322, O36 1.398
35 N -0.31 -0.01 -0.34  C34 1.322, H39 1.036, H40 0.999
36 O 0.08 1.40 1.54  C34 1.398
37 H -0.29 -0.58 2.61  N33 0.977
38 H -0.81 -1.82 1.44  N33 1.055
39 H 0.04 0.78 -0.91  N35 1.036
40 H -0.55 -0.92 -0.67  N35 0.999
41 N -1.35 2.70 -3.63  C42 1.272, H45 0.993, H46 1.016
42 C -1.22 2.59 -4.89  N41 1.272, N43 1.285, O44 1.386
43 N 0.05 2.54 -5.09  C42 1.285, H47 1.025, H48 1.040
44 O -2.21 2.35 -5.83  C42 1.386
45 H -2.30 2.80 -3.39  N41 0.993
46 H -0.69 2.65 -2.85  N41 1.016
47 H 0.21 2.26 -6.06  N43 1.025
48 H 0.81 3.00 -4.55  N43 1.040
49 N -1.33 -3.62 1.31  C50 1.289, H53 1.050, H54 1.029
50 C -1.66 -3.36 0.09  N49 1.289, N51 1.317, O52 1.365
51 N -0.68 -2.78 -0.58  C50 1.317, H55 1.050, H56 1.040
52 O -2.86 -3.61 -0.50  C50 1.365
53 H -2.08 -4.05 1.90  N49 1.050
54 H -0.38 -3.67 1.71  N49 1.029
55 H -0.92 -2.56 -1.58  N51 1.050
56 H 0.32 -2.79 -0.29  N51 1.040
57 C 1.53 -3.96 4.01  C58 1.529, H60 1.053, H61 1.077, H62 1.180
58 C 1.91 -3.37 2.65  C57 1.529, O59 1.434, H63 1.140, H64 1.091
59 O 1.32 -4.28 1.72  C58 1.434, H65 0.945
60 H 2.02 -3.48 4.81  C57 1.053
61 H 1.98 -4.94 3.98  C57 1.077
62 H 0.36 -4.03 4.13  C57 1.180
63 H 3.02 -3.62 2.63  C58 1.140
64 H 1.59 -2.33 2.58  C58 1.091
65 H 1.92 -4.99 1.58  O59 0.945
66 C 1.33 5.91 0.50  C67 1.533, H69 1.084, H70 1.063, H71 1.114
67 C 0.50 4.63 0.34  C66 1.533, O68 1.412, H72 1.109, H73 1.092
68 O 1.33 3.66 0.95  C67 1.412, H74 1.013
69 H 0.69 6.77 0.32  C66 1.084
70 H 2.20 6.01 -0.11  C66 1.063
71 H 1.62 6.08 1.56  C66 1.114
72 H 0.19 4.44 -0.71  C67 1.109
73 H -0.44 4.72 0.89  C67 1.092
74 H 0.72 2.89 1.20  O68 1.013
75 C 3.14 0.17 2.38  C76 1.525, H78 1.043, H79 1.096, H80 1.121
76 C 3.83 -0.11 3.71  C75 1.525, O77 1.351, H81 1.113, H82 1.105
77 O 3.36 0.81 4.59  C76 1.351, H83 0.983
78 H 2.92 1.18 2.31  C75 1.043
79 H 2.22 -0.39 2.19  C75 1.096
80 H 3.89 -0.10 1.59  C75 1.121
81 H 4.91 0.03 3.51  C76 1.113
82 H 3.42 -1.04 4.16  C76 1.105
83 H 3.34 0.40 5.48  O77 0.983
84 C -4.20 -0.34 -3.51  C85 1.457, H87 1.114, H88 1.124, H89 1.034
85 C -4.27 -1.05 -2.24  C84 1.457, O86 1.354, H90 1.107, H91 1.098
86 O -3.02 -1.37 -1.83  C85 1.354, H92 0.936
87 H -3.51 0.54 -3.44  C84 1.114
88 H -5.18 0.13 -3.79  C84 1.124
89 H -3.86 -0.95 -4.27  C84 1.034
90 H -4.86 -1.98 -2.29  C85 1.107
91 H -4.88 -0.44 -1.56  C85 1.098
92 H -3.06 -1.85 -1.03  O86 0.936
93 C 3.24 -2.47 -0.23  O94 1.441, H95 1.072, H96 1.080, H97 1.053
94 O 2.19 -1.98 -1.10  C93 1.441, H98 0.931
95 H 2.96 -3.48 0.00  C93 1.072
96 H 3.25 -1.87 0.67  C93 1.080
97 H 4.15 -2.48 -0.76  C93 1.053
98 H 1.87 -1.17 -0.76  O94 0.931

## Properties
SMILES string = NC(N)=O.NC(N)=O.NC(N)=O.NC(N)=O.NC(N)=O.NC(N)=O.NC(N)=O.CCO.CCO.CCO.CCO.CO
strongest force on any atom = 10.442 eV/Å
gap between HOMO and LUMO = 8.7221 eV

=====

No. 2
Below is a cluster of 12 separate species, C16H59N11O12 in total, with properties calculated with wB97M-V/def2-TZVPD.

Each atom is followed by the atoms it is bonded to, with distances in Å.
Positions of all 98 atoms, in Å:
1 C -0.61 3.19 2.95  O2 1.425, H7 1.090, H8 1.090, H9 1.090
2 O 0.30 3.14 4.04  C1 1.425, C3 1.443
3 C 1.59 3.77 3.89  O2 1.443, C4 1.574, H10 1.090, H11 1.090
4 C 2.49 3.21 2.72  C3 1.574, C5 1.487, N6 1.514, H12 1.090
5 C 3.24 1.94 2.93  C4 1.487, H13 1.090, H14 1.090, H15 1.090
6 N 3.58 4.19 2.37  C4 1.514, H16 1.010, H17 1.010
7 H -0.70 4.22 2.61  C1 1.090
8 H -1.64 2.96 3.23  C1 1.090
9 H -0.28 2.53 2.14  C1 1.090
10 H 1.33 4.82 3.75  C3 1.090
11 H 2.23 3.65 4.76  C3 1.090
12 H 1.78 3.17 1.89  C4 1.090
13 H 2.52 1.12 3.02  C5 1.090
14 H 3.78 1.96 3.88  C5 1.090
15 H 3.89 1.73 2.09  C5 1.090
16 H 3.36 5.17 2.47  N6 1.010
17 H 4.55 3.98 2.56  N6 1.010
18 C 5.40 -6.59 -1.91  O19 1.376, H24 1.090, H25 1.090, H26 1.090
19 O 4.32 -6.32 -1.10  C18 1.376, C20 1.445
20 C 4.09 -4.91 -0.89  O19 1.445, C21 1.647, H27 1.090, H28 1.090
21 C 2.57 -4.52 -0.40  C20 1.647, C22 1.573, N23 1.420, H29 1.090
22 C 2.28 -3.01 -0.10  C21 1.573, H30 1.090, H31 1.090, H32 1.090
23 N 2.23 -5.17 0.82  C21 1.420, H33 1.010, H34 1.010
24 H 5.29 -7.67 -2.03  C18 1.090
25 H 6.36 -6.26 -1.53  C18 1.090
26 H 5.27 -6.13 -2.89  C18 1.090
27 H 4.85 -4.51 -0.22  C20 1.090
28 H 4.28 -4.34 -1.80  C20 1.090
29 H 1.86 -4.81 -1.18  C21 1.090
30 H 2.71 -2.86 0.89  C22 1.090
31 H 1.22 -2.81 0.01  C22 1.090
32 H 2.67 -2.28 -0.81  C22 1.090
33 H 1.36 -4.72 1.06  N23 1.010
34 H 2.01 -6.11 0.50  N23 1.010
35 C -5.59 -0.21 1.65  O36 1.394, H41 1.090, H42 1.090, H43 1.090
36 O -4.56 0.32 0.88  C35 1.394, C37 1.441
37 C -5.05 1.00 -0.29  O36 1.441, C38 1.587, H44 1.090, H45 1.090
38 C -5.35 0.04 -1.52  C37 1.587, C39 1.504, N40 1.464, H46 1.090
39 C -4.16 -0.73 -2.03  C38 1.504, H47 1.090, H48 1.090, H49 1.090
40 N -5.89 0.78 -2.66  C38 1.464, H50 1.010, H51 1.010
41 H -5.34 -0.47 2.68  C35 1.090
42 H -5.92 -1.12 1.15  C35 1.090
43 H -6.55 0.29 1.57  C35 1.090
44 H -5.90 1.68 -0.21  C37 1.090
45 H -4.18 1.58 -0.61  C37 1.090
46 H -6.14 -0.65 -1.24  C38 1.090
47 H -4.44 -1.31 -2.91  C39 1.090
48 H -3.93 -1.34 -1.17  C39 1.090
49 H -3.41 0.03 -2.24  C39 1.090
50 H -6.52 0.12 -3.08  N40 1.010
51 H -6.51 1.49 -2.30  N40 1.010
52 N 0.70 0.39 5.35  C53 1.316, H56 1.010, H57 1.010
53 C 0.50 -0.50 4.39  N52 1.316, N54 1.332, O55 1.223
54 N -0.67 -0.41 3.77  C53 1.332, H58 1.010, H59 1.010
55 O 1.33 -1.34 4.09  C53 1.223
56 H 1.65 0.41 5.67  N52 1.010
57 H -0.04 1.06 5.51  N52 1.010
58 H -0.80 -0.78 2.84  N54 1.010
59 H -1.26 0.34 4.10  N54 1.010
60 N 0.89 -3.28 -3.84  C61 1.313, H64 1.010, H65 1.010
61 C -0.25 -3.42 -3.21  N60 1.313, N62 1.295, O63 1.186
62 N -0.31 -2.84 -2.06  C61 1.295, H66 1.010, H67 1.010
63 O -1.13 -4.18 -3.45  C61 1.186
64 H 1.59 -2.76 -3.33  N60 1.010
65 H 1.07 -3.89 -4.62  N60 1.010
66 H -0.95 -3.20 -1.36  N62 1.010
67 H 0.36 -2.12 -1.85  N62 1.010
68 N 0.33 0.43 -3.95  C69 1.274, H72 1.010, H73 1.010
69 C -0.37 1.47 -4.18  N68 1.274, N70 1.314, O71 1.194
70 N -1.33 1.52 -3.29  C69 1.314, H74 1.010, H75 1.010
71 O -0.25 2.18 -5.13  C69 1.194
72 H 1.21 0.30 -4.42  N68 1.010
73 H -0.01 -0.26 -3.30  N68 1.010
74 H -1.19 1.10 -2.39  N70 1.010
75 H -1.92 2.34 -3.39  N70 1.010
76 N -1.68 1.30 0.25  C77 1.307, H80 1.010, H81 1.010
77 C -0.67 0.56 -0.10  N76 1.307, N78 1.318, O79 1.192
78 N 0.40 1.30 -0.32  C77 1.318, H82 1.010, H83 1.010
79 O -0.77 -0.63 -0.13  C77 1.192
80 H -1.60 2.30 0.11  N76 1.010
81 H -2.51 0.78 0.49  N76 1.010
82 H 0.33 2.28 -0.08  N78 1.010
83 H 1.23 0.85 -0.66  N78 1.010
84 O 1.56 3.77 -0.90  H85 0.957, H86 0.957
85 H 2.08 3.31 -1.57  O84 0.957
86 H 2.16 3.86 -0.16  O84 0.957
87 O -0.19 5.55 -0.62  H88 0.957, H89 0.957
88 H 0.55 4.95 -0.72  O87 0.957
89 H -0.10 6.16 -1.36  O87 0.957
90 O -1.64 -3.05 0.46  H91 0.957, H92 0.957
91 H -0.94 -3.13 1.10  O90 0.957
92 H -1.46 -2.24 0.00  O90 0.957
93 O 3.01 1.37 -1.25  H94 0.957, H95 0.957
94 H 3.68 1.20 -1.91  O93 0.957
95 H 3.48 1.32 -0.41  O93 0.957
96 O -2.38 3.97 -0.17  H97 0.957, H98 0.957
97 H -1.55 4.40 -0.41  O96 0.957
98 H -2.89 3.97 -0.98  O96 0.957

## Properties
SMILES string = COC[C@H](C)N.COC[C@H](C)N.COC[C@H](C)N.NC(N)=O.NC(N)=O.NC(N)=O.NC(N)=O.O.O.O.O.O
strongest force on any atom = 6.732 eV/Å
gap between HOMO and LUMO = 8.7090 eV